1.
A single C6H7BO3S molecule, computed with ωB97M-V with the def2-TZVPD basis set.

The geometry in XYZ format:
```
18
C6H7BO3S ωB97M-V with the def2-TZVPD basis set
B 2.218 1.924 -0.862
C -2.245 -1.844 -0.177
C -1.718 -0.898 -1.126
C -1.924 -1.913 1.142
C -0.720 -1.308 1.767
C -0.615 -0.163 -1.069
C 0.067 -0.448 1.257
O 1.618 1.001 -1.678
O 1.379 2.920 -0.415
O 3.586 1.662 -0.599
S -0.048 1.042 -2.009
H -3.177 -2.461 -0.500
H -2.165 -0.898 -2.116
H -2.376 -2.560 1.834
H -0.607 -1.556 2.809
H 1.052 -0.083 1.600
H 1.501 3.218 0.474
H 4.173 2.367 -0.332
```

## Properties
LUMO level (spin up / spin down): 0.3 / -1.9 eV
HOMO level (spin up / spin down): -6.409 / -8.392 eV
max |F|: 3.795 eV/Å
orbital gap (spin up / spin down): 6.7 / 6.5 eV
spin multiplicity: 3

These are the Mulliken partial charges, in e, on atoms 1 to 2:
1 B 0.61
2 C -0.25



2.
A molecular structure, C6H7BeO6, computed with ωB97M-V with the def2-TZVPD basis set.

The geometry in XYZ format:
```
20
C6H7BeO6 ωB97M-V with the def2-TZVPD basis set
O 3.301 2.014 -0.663
C 2.864 1.150 0.145
O 3.169 -0.113 -0.034
O 1.740 1.278 0.774
Be 3.669 0.524 -1.031
C 1.305 -0.392 0.838
C 0.390 -0.751 -0.324
C -0.875 -1.411 0.132
C -2.110 -1.050 -0.203
O -2.346 -0.012 -1.099
C -2.810 1.180 -0.695
O -3.287 1.954 -1.481
O -2.700 1.459 0.595
H 0.732 -0.209 1.755
H 1.855 -1.266 1.206
H 0.923 -1.443 -0.997
H 0.167 0.147 -0.916
H -0.797 -2.279 0.791
H -3.005 -1.587 0.118
H -2.184 0.804 1.089
```

## Properties
LUMO level (spin up / spin down): 0.0 / -0.1 eV
HOMO level (spin up / spin down): -6.085 / -10.812 eV
max |F|: 13.519 eV/Å
orbital gap (spin up / spin down): 6.1 / 10.7 eV
spin multiplicity: 2

These are the Mulliken partial charges, in e, on atoms 1 to 2:
1 O -0.19
2 C 0.46



3.
A molecular structure, C6H7Br12CaO2, computed with ωB97M-V with the def2-TZVPD basis set.

The geometry in XYZ format:
```
28
C6H7Br12CaO2 ωB97M-V with the def2-TZVPD basis set
Ca 2.899 -1.118 -4.403
C 1.139 0.542 -0.903
C 1.732 -0.039 -2.163
O 1.494 -1.239 -2.500
O 2.431 0.706 -2.923
H 0.854 1.571 -1.115
H 1.840 0.606 -0.073
H 0.275 -0.059 -0.631
C 1.280 4.572 0.057
Br -0.332 5.598 0.481
Br 1.919 3.524 1.530
Br 2.671 5.692 -0.651
H 0.988 3.866 -0.708
C -1.713 -2.379 -3.287
Br -2.264 -3.636 -1.945
Br -3.183 -1.216 -3.820
Br -1.043 -3.359 -4.887
H -0.928 -1.750 -2.891
C -3.038 0.243 1.641
Br -1.675 1.599 1.952
Br -2.243 -1.460 1.144
Br -4.314 0.845 0.293
H -3.556 0.118 2.580
C 1.056 -2.582 4.742
Br 0.912 -1.673 2.999
Br 1.760 -4.380 4.579
Br -0.683 -2.653 5.605
H 1.722 -1.938 5.295
```

## Properties
charge: +1
LUMO level: -5.8 eV
HOMO level: -11.836 eV
max |F|: 2.499 eV/Å
orbital gap: 6.0 eV
spin multiplicity: 1

These are the Mulliken partial charges, in e, on atoms 1 to 2:
1 Ca 1.53
2 C -0.35



4.
2 unconnected molecules or ions with the total composition C6H7Br2N4, computed with ωB97M-V with the def2-TZVPD basis set.

The geometry in XYZ format:
```
19
C6H7Br2N4 ωB97M-V with the def2-TZVPD basis set
C -0.297 1.834 2.271
C -0.766 0.655 1.781
C 1.873 1.387 1.710
C 1.489 0.137 1.157
C 2.139 -0.931 0.551
C -0.020 -1.423 0.679
N 1.010 2.187 2.240
N 0.138 -0.210 1.223
N -0.562 -0.725 -1.909
N 1.188 -1.871 0.286
Br 3.931 -1.165 0.131
Br -1.600 -2.373 0.593
H -0.963 2.556 2.719
H -1.798 0.350 1.813
H 2.911 1.688 1.704
H 0.121 -0.289 -2.523
H -0.859 -1.577 -2.378
H -1.370 -0.110 -1.914
H 1.359 -2.756 -0.175
```

## Properties
charge: +1
LUMO level: -4.1 eV
HOMO level: -12.456 eV
max |F|: 1.284 eV/Å
orbital gap: 8.4 eV
spin multiplicity: 1

These are the Mulliken partial charges, in e, on atoms 1 to 2:
1 C -0.42
2 C 0.02



5.
A molecular structure, C6H7Cl, computed with ωB97M-V with the def2-TZVPD basis set.

The geometry in XYZ format:
```
14
C6H7Cl ωB97M-V with the def2-TZVPD basis set
C 1.727 1.235 0.019
C 2.395 0.094 -0.101
C 1.406 -1.007 0.113
C -1.003 0.244 -0.793
C -1.101 0.192 0.754
C 0.233 -0.017 0.082
Cl 4.168 -0.018 -0.079
H 1.979 2.225 -0.058
H 1.451 -2.080 -0.327
H 1.454 -1.225 1.208
H -1.329 -0.533 -1.463
H -1.050 1.181 -1.163
H -1.331 1.129 1.047
H -1.465 -0.573 1.415
```

## Properties
LUMO level: 1.0 eV
HOMO level: -9.170 eV
max |F|: 6.358 eV/Å
orbital gap: 10.1 eV
spin multiplicity: 1

These are the Mulliken partial charges, in e, on atoms 1 to 2:
1 C -0.80
2 C 0.22



6.
A single C6H7Cl2NO3S molecule, computed with ωB97M-V with the def2-TZVPD basis set.

The geometry in XYZ format:
```
20
C6H7Cl2NO3S ωB97M-V with the def2-TZVPD basis set
O -2.624 -0.088 1.733
C -2.491 0.100 0.570
Cl -3.789 -0.330 -0.558
C -1.285 0.753 -0.059
C 0.056 0.181 0.403
C 1.211 0.871 -0.388
O 0.953 2.152 -0.884
C 1.524 -0.163 -1.449
O 1.672 -0.021 -2.615
N 1.512 -1.440 -0.747
C 0.347 -1.339 0.146
S 0.728 -2.278 1.651
Cl -1.024 -2.085 -0.732
H -1.307 1.773 0.342
H -1.372 0.835 -1.141
H 0.188 0.439 1.454
H 2.090 0.858 0.272
H 1.291 2.810 -0.271
H 2.358 -1.489 -0.182
H -0.040 -1.538 2.456
```

## Properties
LUMO level: 0.0 eV
HOMO level: -10.022 eV
max |F|: 0.506 eV/Å
orbital gap: 10.0 eV
spin multiplicity: 1
SMILES string: O=C(Cl)C[C@@H]1[C@H](O)C(=O)N[C@]1(S)Cl

These are the Mulliken partial charges, in e, on atoms 1 to 2:
1 O -0.46
2 C 0.45